Below is 2 unconnected molecules or ions with the total composition C3H7NO, with properties calculated with wB97M-V/def2-TZVPD.

Last columns: bonded neighbours and bond lengths (Å).
CARTESIAN COORDINATES (ANGSTROEM)
1 C 0.600 1.678 -0.307  N2 1.270, H7 1.085, H8 1.090
2 N 0.622 0.556 0.288  C1 1.270, C3 1.574, H9 1.016
3 C -0.742 -0.120 0.689  N2 1.574, O4 1.227, C5 1.359
4 O -1.699 0.626 0.507  C3 1.227
5 C -0.480 -1.394 1.083  C3 1.359, H11 1.082, H12 1.084
6 H 0.018 -0.739 -2.373  H10 0.746
7 H 1.510 2.162 -0.646  C1 1.085
8 H -0.396 2.099 -0.448  C1 1.090
9 H 1.498 0.069 0.455  N2 1.016
10 H -0.165 -1.113 -1.754  H6 0.746
11 H -1.298 -2.049 1.354  C5 1.082
12 H 0.532 -1.775 1.152  C5 1.084

The value obtained for the energy above the lowest of the compared OMol25 structures with the same formula, charge and spin is 345.4 kJ/mol. Its HOMO energy (spin up / spin down) is -7.7 / -7.7 eV. Its LUMO energy (spin up / spin down) is -0.30 / -0.30 eV.

---

Below is 2 unconnected molecules or ions with the total composition C3H7NO, with properties calculated with wB97M-V/def2-TZVPD.

Last columns: bonded neighbours and bond lengths (Å).
CARTESIAN COORDINATES (ANGSTROEM)
1 N -1.023 -2.450 -2.000  C2 1.471, H4 0.980, H5 1.009
2 C -1.049 -1.027 -1.628  N1 1.471, O3 1.258, H6 1.130
3 O -0.944 -0.670 -0.426  C2 1.258
4 H -0.509 -3.037 -1.405  N1 0.980
5 H -1.560 -2.841 -2.760  N1 1.009
6 H -1.371 -0.303 -2.434  C2 1.130
7 C 1.032 1.017 1.724  C8 1.408, H9 1.090, H10 1.062
8 C 1.194 2.406 1.891  C7 1.408, H11 1.151, H12 1.101
9 H 0.171 0.829 1.084  C7 1.090
10 H 1.528 0.228 2.234  C7 1.062
11 H 0.878 2.976 0.943  C8 1.151
12 H 1.653 2.871 2.777  C8 1.101

The value obtained for the energy above the lowest of the compared OMol25 structures with the same formula, charge and spin is 269.3 kJ/mol. Its HOMO energy is -9.0 eV. Its LUMO energy is 0.96 eV.

---

Below is a single C3H7NO molecule, with properties calculated with wB97M-V/def2-TZVPD.

Last columns: bonded neighbours and bond lengths (Å).
CARTESIAN COORDINATES (ANGSTROEM)
1 O 1.869 0.446 0.622  C2 1.404, H6 0.968
2 C 1.216 -0.575 -0.087  O1 1.404, C3 1.529, H7 1.099, H8 1.098
3 C -0.203 -0.214 -0.525  C2 1.529, C4 1.478, N5 1.460, H9 1.090
4 C -1.288 -0.055 0.466  C3 1.478, N5 1.461, H10 1.088, H11 1.088
5 N -0.665 1.117 -0.144  C3 1.460, C4 1.461, H12 1.016
6 H 1.220 1.151 0.758  O1 0.968
7 H 1.160 -1.469 0.551  C2 1.099
8 H 1.809 -0.833 -0.974  C2 1.098
9 H -0.496 -0.584 -1.508  C3 1.090
10 H -1.060 -0.188 1.522  C4 1.088
11 H -2.302 -0.326 0.178  C4 1.088
12 H -1.259 1.531 -0.857  N5 1.016

The value obtained for the energy above the lowest of the compared OMol25 structures with the same formula, charge and spin is 198.8 kJ/mol. Its HOMO energy is -9.8 eV. Its LUMO energy is 1.01 eV.

---

Below is a single C3H7NO molecule, with properties calculated with wB97M-V/def2-TZVPD.

Last columns: bonded neighbours and bond lengths (Å).
CARTESIAN COORDINATES (ANGSTROEM)
1 C 0.548 1.199 -1.362  N2 1.451, H6 1.095, H7 1.094, H8 1.095
2 N 0.259 0.608 -0.069  C1 1.451, C3 1.362, H9 1.006
3 C -0.232 -0.659 0.018  N2 1.362, C4 1.519, O5 1.223
4 C -0.554 -1.141 1.422  C3 1.519, H10 1.094, H11 1.092, H12 1.096
5 O -0.370 -1.366 -0.970  C3 1.223
6 H -0.343 1.243 -1.996  C1 1.095
7 H 1.302 0.606 -1.888  C1 1.094
8 H 0.929 2.217 -1.235  C1 1.095
9 H 0.342 1.154 0.773  N2 1.006
10 H 0.289 -1.739 1.780  C4 1.094
11 H -1.429 -1.792 1.394  C4 1.092
12 H -0.741 -0.329 2.133  C4 1.096

The value obtained for the energy above the lowest of the compared OMol25 structures with the same formula, charge and spin is 21.6 kJ/mol. Its HOMO energy is -9.7 eV. Its LUMO energy is 0.90 eV.

---

Below is a gas-phase ion, C3H7NO (charge +1), with properties calculated with wB97M-V/def2-TZVPD.

Last columns: bonded neighbours and bond lengths (Å).
CARTESIAN COORDINATES (ANGSTROEM)
1 C 0.603 1.263 -0.862  N2 1.414, O5 1.265, H6 1.101
2 N 0.257 0.111 -0.118  C1 1.414, C3 1.402, C4 1.495
3 C -0.390 -1.025 -0.621  N2 1.402, H7 1.124, H8 1.029, H9 1.105
4 C -0.046 0.285 1.335  N2 1.495, H10 1.112, H11 1.085, H12 1.087
5 O 1.400 2.155 -0.452  C1 1.265
6 H 0.368 1.032 -1.913  C1 1.101
7 H 0.159 -1.989 -0.440  C3 1.124
8 H -0.489 -1.176 -1.635  C3 1.029
9 H -1.433 -1.236 -0.322  C3 1.105
10 H -1.145 0.403 1.203  C4 1.112
11 H 0.547 0.857 2.041  C4 1.085
12 H 0.170 -0.681 1.784  C4 1.087

As for the spin multiplicity: 2. The value obtained for the energy above the lowest of the compared OMol25 structures with the same formula, charge and spin is 167.8 kJ/mol. Its HOMO energy (spin up / spin down) is -17.0 / -16.7 eV. Its LUMO energy (spin up / spin down) is -4.92 / -9.13 eV. Its total charge is +1.

---

Below is 2 unconnected molecules or ions with the total composition C3H7NO2, with properties calculated with wB97M-V/def2-TZVPD.

Last columns: bonded neighbours and bond lengths (Å).
CARTESIAN COORDINATES (ANGSTROEM)
1 C 0.776 0.382 -0.186  C2 1.389, N4 1.341, O5 1.349
2 C 1.391 -0.698 0.434  C1 1.389, H9 1.079, H10 1.076
3 C -1.361 -0.758 -0.434  N4 1.436, H11 1.092, H12 1.094, H13 1.095
4 N -0.395 0.232 -0.820  C1 1.341, C3 1.436
5 O 1.589 1.374 -0.606  C1 1.349, H7 0.968
6 O -0.397 1.580 0.884  H8 0.968
7 H 1.028 2.126 -0.843  O5 0.968
8 H -1.006 1.096 1.460  O6 0.968
9 H 2.469 -0.735 0.473  C2 1.079
10 H 0.840 -1.571 0.737  C2 1.076
11 H -2.347 -0.299 -0.534  C3 1.092
12 H -1.324 -1.583 -1.151  C3 1.094
13 H -1.261 -1.145 0.586  C3 1.095

The value obtained for the energy above the lowest of the compared OMol25 structures with the same formula, charge and spin is 557.9 kJ/mol. Its HOMO energy (spin up / spin down) is -8.9 / -9.1 eV. Its LUMO energy (spin up / spin down) is -0.81 / -1.35 eV.

---

Below is a single C3H7NO2 molecule, with properties calculated with wB97M-V/def2-TZVPD.

Last columns: bonded neighbours and bond lengths (Å).
CARTESIAN COORDINATES (ANGSTROEM)
1 N 0.260 0.622 2.404  C2 1.333, H7 1.006, H8 1.017
2 C 0.583 0.730 1.116  N1 1.333, O3 1.346
3 O 0.463 -0.504 0.591  C2 1.346, C4 1.435
4 C 0.700 -0.560 -0.822  O3 1.435, C5 1.518, H9 1.093, H10 1.095
5 C -0.462 0.080 -1.559  C4 1.518, O6 1.411, H11 1.100, H12 1.094
6 O -1.688 -0.524 -1.211  C5 1.411, H13 0.967
7 H 0.281 1.446 2.983  N1 1.006
8 H 0.011 -0.262 2.840  N1 1.017
9 H 0.771 -1.626 -1.057  C4 1.093
10 H 1.646 -0.062 -1.060  C4 1.095
11 H -0.465 1.157 -1.337  C5 1.100
12 H -0.337 -0.051 -2.639  C5 1.094
13 H -1.763 -0.445 -0.250  O6 0.967

The value obtained for the energy above the lowest of the compared OMol25 structures with the same formula, charge and spin is 258.0 kJ/mol. Its HOMO energy is -9.0 eV. Its LUMO energy is 0.99 eV.

---

Below is a single C3H7NO2 molecule, with properties calculated with wB97M-V/def2-TZVPD.

Last columns: bonded neighbours and bond lengths (Å).
CARTESIAN COORDINATES (ANGSTROEM)
1 C -1.501 0.195 -0.231  C2 1.510, H7 1.098, H8 1.088, H9 1.122
2 C -0.299 -0.118 0.626  C1 1.510, O3 1.440, C4 1.524, H10 1.109
3 O 0.056 -1.513 0.655  C2 1.440, H11 0.961
4 C 0.840 0.746 0.098  C2 1.524, N5 1.359, O6 1.224
5 N 1.842 0.024 -0.467  C4 1.359, H12 1.012, H13 1.004
6 O 0.752 1.967 0.079  C4 1.224
7 H -1.763 1.258 -0.149  C1 1.098
8 H -2.334 -0.433 0.076  C1 1.088
9 H -1.361 0.041 -1.333  C1 1.122
10 H -0.422 0.124 1.701  C2 1.109
11 H -0.354 -1.927 -0.109  O3 0.961
12 H 1.921 -0.948 -0.195  N5 1.012
13 H 2.624 0.585 -0.752  N5 1.004

The value obtained for the energy above the lowest of the compared OMol25 structures with the same formula, charge and spin is 51.8 kJ/mol. Its HOMO energy is -9.6 eV. Its LUMO energy is 0.80 eV.